DFT (ωB97M-V/def2-TZVPD) results for C3H6HgLiO5 as an isolated structure in a non-equilibrium geometry.

Its multiplicity is 2. The frontier orbital gap (alpha / beta) is 6.99 / 6.81 eV. Its HOMO energy (alpha / beta) is -8.25 / -8.19 eV. The relative energy (zero: lowest compared OMol25 entry of this formula, charge and spin) comes out at 234.62 kJ/mol. As for the calculated total energy: -654.9707 hartree. The value obtained for the max |F| is 0.0592 Eh/bohr.

Structure (XYZ):
```
16
C3H6HgLiO5 | the OMol25 dataset | ωB97M-V/def2-TZVPD
O -2.74056 0.30883 0.82445
C -1.48570 -0.24574 0.44066
C -1.56089 -1.01773 -0.88773
O -0.36701 -1.73755 -1.13219
H -2.55147 0.85373 1.59251
H -1.09996 -0.88422 1.23721
H -0.75309 0.55640 0.34767
H -1.73933 -0.32106 -1.70733
H -2.39617 -1.71713 -0.87039
Li 0.83922 -2.00675 0.32455
O 1.86480 2.00421 -0.73796
C 2.41787 1.96797 0.37049
O 2.14917 0.97738 1.10968
O 3.52889 2.52024 0.57991
Hg 3.51352 -0.17873 -0.42831
H 0.38072 -1.07984 -1.06321
```